Entry from the OMol25 dataset: 6 unconnected molecules or ions with the total composition C39H70ClN4O18 in a non-equilibrium geometry (ωB97M-V/def2-TZVPD).

Geometry as XYZ:
```
132
Properties=species:S:1:pos:R:3:forces:R:3
C 3.5969 -2.1702 -0.7548 -1.6 0.0 -0.2
C 3.2668 -1.6742 0.7943 3.0 -3.1 2.0
N 3.9522 -2.3853 1.7880 -3.4 3.9 -4.5
C 2.2559 -0.3886 1.1506 1.2 0.5 -0.9
C 0.8394 -0.8425 1.8435 2.9 -2.4 2.9
O 0.8931 -2.3433 1.8554 -1.7 2.1 -1.5
C 0.8442 -0.5239 3.4866 1.7 -1.0 -0.9
C 0.6799 0.9837 3.9734 -0.5 1.6 1.3
C 1.4263 2.1848 3.1776 -1.3 4.9 -4.1
O 0.7368 3.0432 2.3795 3.8 -5.9 4.6
O 2.8908 2.4727 3.2868 -3.7 -1.6 -1.5
N -0.1899 -1.4682 4.0284 0.7 2.2 -1.3
Cl 0.0481 -1.5332 5.7055 -0.4 -0.2 0.7
C -1.5915 -1.2499 3.5388 -1.8 -1.1 -1.3
C -2.0957 -2.7952 3.1241 0.2 -0.8 1.1
C -2.6037 -0.4676 4.5433 -0.7 1.4 0.5
C -3.5953 -1.2781 5.5233 -1.9 0.2 1.0
C -5.0969 -1.6257 4.8625 0.4 0.1 -0.5
C -3.1094 -2.5956 6.3038 -0.3 -0.6 1.4
C -1.6891 -0.4543 2.0697 -2.9 0.4 1.5
N -0.4036 -0.2288 1.3369 0.0 1.5 -3.1
C -0.7283 -0.3913 -0.1697 -0.5 -0.7 -4.6
C 0.0206 -1.5003 -1.0933 -2.6 2.3 -2.0
C -0.3858 -1.5282 -2.7098 -2.8 4.4 4.3
C -1.5162 -0.3608 -3.0361 1.2 -1.0 1.4
C -2.1914 0.6429 -1.9631 3.0 -3.0 0.7
N -1.7915 0.6147 -0.5486 2.5 -3.4 -3.5
H 3.1097 -1.4447 -1.5541 1.3 -1.4 1.6
H 4.7335 -2.3598 -0.9577 -2.2 0.7 0.6
H 3.0528 -3.2193 -0.9225 1.1 2.2 0.5
H 4.5345 -3.1050 1.3053 -0.5 0.8 0.3
H 2.0679 0.2451 0.1584 0.3 -1.5 2.0
H 2.9372 0.3005 1.8412 -1.8 -1.5 -1.1
H 0.1123 -2.7328 1.3763 0.9 0.6 0.8
H 1.9038 -0.9329 3.8553 -2.4 0.8 -0.9
H 1.0256 1.0616 5.1138 -0.6 -0.3 -2.5
H -0.4804 1.2640 4.0019 2.6 -0.4 -0.3
H 3.1560 2.7845 2.3586 -0.8 -0.1 1.9
H -3.2163 -2.9975 3.3699 2.0 0.6 -0.5
H -1.9342 -3.0514 1.9993 -0.2 0.6 1.9
H -1.4502 -3.5694 3.7616 -1.5 1.7 -1.4
H -2.0136 0.3184 5.2247 -1.0 -1.9 -1.6
H -3.3537 0.2387 3.9314 1.8 -1.6 1.0
H -3.8860 -0.4922 6.3810 0.8 -1.6 -2.0
H -5.3082 -0.8987 3.9623 0.2 -1.3 1.9
H -5.9427 -1.5304 5.6851 1.9 -0.1 -1.8
H -5.1433 -2.7180 4.4286 0.2 2.1 0.9
H -2.8221 -2.2969 7.4210 -0.4 -0.8 -2.5
H -2.2257 -3.2109 5.8619 -1.7 1.3 0.7
H -4.0392 -3.3367 6.3983 2.1 1.6 -0.2
H -2.4572 -1.0450 1.3703 2.0 1.2 1.7
H -2.1961 0.6225 2.1757 1.3 -2.4 -0.1
H -0.2096 0.8222 1.3824 -0.2 -1.2 0.1
H 0.8181 -2.2785 -0.7307 -1.7 1.9 -0.4
H 0.0782 -2.2580 -3.4984 -1.0 1.6 1.8
H -1.8577 -0.2605 -4.1676 0.7 -0.2 2.7
H -3.0173 1.4131 -2.3415 2.1 -1.8 1.2
C -3.4986 2.9018 -9.0035 0.1 0.1 0.3
C -2.8184 1.8185 -9.8232 -0.8 0.1 0.0
O -1.4063 1.7948 -9.5782 0.7 -0.6 1.0
C -1.0221 1.2440 -8.4005 -0.5 0.1 0.0
O -1.7639 0.7701 -7.5514 1.1 0.5 -1.1
O 0.3285 1.3295 -8.3135 -1.0 -0.1 -0.1
C 0.8529 0.8767 -7.0677 0.3 -0.1 0.4
H -3.0262 3.8730 -9.1828 -0.1 -0.1 -0.2
H -4.5599 2.9694 -9.2561 0.1 0.0 0.0
H -3.4147 2.7025 -7.9304 -0.1 -0.1 -0.2
H -2.9502 2.0377 -10.8877 0.4 -0.1 0.2
H -3.2599 0.8321 -9.6403 0.2 0.2 0.1
H 0.5168 -0.1401 -6.8395 -0.1 0.2 0.0
H 0.5617 1.5676 -6.2704 -0.1 -0.2 0.0
H 1.9437 0.8706 -7.1404 -0.2 0.1 -0.3
C 9.3071 -0.6332 -4.6091 0.0 0.2 0.3
C 7.9983 -0.6682 -5.3797 0.8 0.0 -0.4
O 6.8745 -0.5818 -4.4942 -0.7 1.0 0.5
C 6.6218 0.6477 -3.9817 0.9 0.4 -0.4
O 7.2555 1.6680 -4.2124 -1.2 -1.6 0.4
O 5.5569 0.5483 -3.1480 0.5 -0.1 -0.6
C 5.2522 1.7590 -2.4599 -0.1 0.4 0.2
H 9.3203 -1.4109 -3.8386 0.0 0.0 -0.2
H 10.1561 -0.7824 -5.2810 -0.1 0.0 0.0
H 9.4423 0.3237 -4.0950 0.0 -0.1 -0.2
H 7.9150 -1.6266 -5.9025 -0.3 0.1 0.3
H 7.9531 0.1191 -6.1411 -0.1 0.0 0.3
H 5.1171 2.5915 -3.1582 0.2 -0.2 0.1
H 6.0443 1.9845 -1.7390 -0.1 0.1 -0.2
H 4.3168 1.6129 -1.9133 0.1 -0.3 -0.2
C 7.8597 -6.6450 6.1688 0.0 0.4 -0.1
C 6.9965 -7.6847 5.4746 0.7 -0.1 0.2
O 5.6811 -7.1767 5.2180 -0.4 0.6 -1.0
C 5.5785 -6.3008 4.1882 0.7 0.1 0.0
O 6.4942 -5.9218 3.4717 -1.4 -0.6 0.9
O 4.2867 -5.8972 4.1025 0.9 -0.5 0.0
C 4.0647 -4.8892 3.1192 0.0 0.3 0.0
H 7.3673 -6.2805 7.0761 0.1 -0.2 0.0
H 8.8328 -7.0652 6.4354 -0.1 0.0 0.0
H 8.0278 -5.7734 5.5282 0.0 -0.2 0.0
H 6.8772 -8.5506 6.1340 -0.3 0.2 -0.2
H 7.4597 -8.0460 4.5491 -0.2 0.2 0.1
H 4.4357 -5.2013 2.1374 0.1 0.0 0.2
H 4.5410 -3.9550 3.4328 -0.1 -0.3 -0.1
H 2.9873 -4.7209 3.0426 0.2 -0.2 0.2
C -10.3841 3.6498 2.9038 0.3 0.1 0.1
C -10.4699 2.2573 2.3027 -0.6 0.3 0.5
O -9.3278 1.9766 1.4834 1.3 -0.5 0.3
C -8.1804 1.6957 2.1489 -0.5 0.3 0.7
O -8.0439 1.6564 3.3636 -0.1 -0.1 -1.8
O -7.2005 1.4880 1.2348 -0.6 0.0 0.5
C -5.9124 1.2849 1.8107 0.3 0.0 0.1
H -10.2376 4.3989 2.1190 -0.2 -0.1 0.0
H -11.2948 3.8885 3.4591 0.1 -0.1 -0.1
H -9.5340 3.7379 3.5878 -0.2 -0.1 0.0
H -11.3474 2.2012 1.6503 0.4 -0.1 -0.1
H -10.5921 1.4879 3.0738 0.2 0.1 -0.1
H -5.9283 0.4752 2.5477 -0.1 0.3 -0.1
H -5.5600 2.2152 2.2669 -0.1 -0.2 0.1
H -5.2220 1.0078 1.0097 -0.3 0.1 -0.1
C -0.3328 4.6383 -0.7714 0.0 -0.3 -0.2
C -1.0935 5.9378 -0.9729 0.0 -0.3 0.5
O -0.8880 6.4578 -2.2927 -0.6 -0.3 -0.9
C -1.5617 5.8268 -3.2858 -0.1 -0.3 0.1
O -2.3187 4.8758 -3.1507 1.0 1.3 -0.2
O -1.2337 6.4172 -4.4617 -0.3 -0.4 1.2
C -1.7985 5.7759 -5.6027 -0.2 -0.2 -0.5
H 0.7277 4.7731 -1.0079 -0.1 0.1 0.2
H -0.4266 4.2909 0.2607 0.0 0.1 0.0
H -0.7066 3.8501 -1.4326 -0.1 0.1 0.1
H -0.7113 6.6896 -0.2747 0.0 0.1 -0.4
H -2.1632 5.8196 -0.7653 0.2 0.0 -0.2
H -2.8854 5.6817 -5.5100 0.3 -0.1 0.1
H -1.3364 4.7935 -5.7417 -0.2 0.1 0.1
H -1.5796 6.3897 -6.4804 0.1 0.0 0.4
```
Forces are in eV/Å.

Properties
HOMO energy: -11.952 eV
orbital gap: 8.068 eV
total charge: +1